20
Properties=species:S:1:pos:R:3:forces:R:3 method="wB97M-V/def2-TZVPD" homo_energy_ev=-9.238 molar_mass_g_mol=133.2 spin_multiplicity=1 relative_energy_kcal_mol=34.5 orbital_gap_ev=9.95 e_tot_ev=-12891.334 smiles="[H]/N=C(/N)NC.CC(=O)O"
C 1.4647 -0.6047 1.9521 0.76 0.91 -0.12
C 1.9345 1.3537 0.5632 -2.60 -0.10 1.82
N 2.5575 2.1742 1.5369 0.99 -1.14 -1.31
N 0.9206 0.5163 1.1720 -0.46 -0.53 -0.53
N 2.0973 1.4188 -0.6643 2.00 1.22 -0.94
H 3.3804 2.5759 1.1230 0.15 0.61 0.02
H 1.9281 2.8571 1.8983 -0.34 0.39 0.39
H 0.1111 1.0106 1.5380 0.50 -0.06 0.23
H 1.6520 0.8025 -1.3162 -0.47 -0.62 0.42
H -0.4751 -0.1127 -0.8456 -0.50 -0.13 1.04
H 0.7121 -1.1969 2.4574 -0.26 -0.15 -0.41
H 2.1992 -0.3117 2.7163 -0.23 0.31 0.03
H 2.0511 -1.1375 1.2109 -0.16 -0.84 0.16
C -2.8975 -1.8844 -2.1470 -0.02 -0.64 -0.46
C -2.1932 -1.1318 -1.0584 -0.93 0.36 0.49
O -2.7762 -0.8740 -0.0333 0.62 0.25 0.05
O -0.9568 -0.7655 -1.3710 0.74 -0.18 -1.30
H -2.2687 -2.4491 -2.8368 0.24 0.12 0.26
H -3.4914 -1.2174 -2.7722 0.05 0.27 0.20
H -3.5869 -2.5637 -1.6558 -0.09 -0.05 -0.04